# 1
Formula: C8H22FLiN2O2
Source: the Open Molecules 2025 dataset
Level of theory: wB97M-V/def2-TZVPD

Geometry as XYZ:
```
36
Properties=species:S:1:pos:R:3:mulliken_spin:R:1
Li -15.309 26.754 6.017 -0.006
F -14.013 25.667 7.213 0.971
C -17.268 27.368 3.860 0.000
C -16.528 26.037 3.719 0.000
C -15.009 26.280 3.394 0.002
O -14.364 27.121 4.323 0.006
C -13.010 27.169 4.061 -0.001
N -16.803 25.325 4.947 -0.001
H -18.228 27.354 4.375 0.000
H -17.322 27.938 2.933 0.000
H -16.638 28.050 4.432 -0.001
H -17.074 25.601 2.883 0.000
H -14.830 26.740 2.422 0.001
H -14.602 25.270 3.333 0.001
H -12.650 27.951 4.730 0.000
H -12.787 27.695 3.133 0.000
H -12.344 26.308 4.122 0.001
H -17.805 25.204 4.928 0.000
H -16.341 24.427 4.979 0.000
C -16.774 27.039 8.967 -0.001
C -16.947 28.349 8.255 0.004
C -16.810 29.624 9.139 0.004
O -16.865 30.805 8.381 0.000
C -16.316 31.997 8.908 0.000
N -15.946 28.437 7.198 0.020
H -15.739 26.839 9.245 -0.001
H -17.074 26.202 8.338 0.002
H -17.401 27.041 9.859 0.000
H -17.931 28.301 7.790 0.000
H -15.930 29.636 9.782 -0.001
H -17.674 29.580 9.803 0.001
H -16.137 31.848 9.972 0.000
H -17.037 32.801 8.755 0.000
H -15.386 32.222 8.385 0.000
H -15.033 28.373 7.626 -0.001
H -16.074 29.367 6.828 0.001
```

Values from the calculation:
HOMO-LUMO gap (spin up / spin down) = 10.0 / 3.4 eV
multiplicity = 2
E_tot = -685.0834 Eh
total charge = +1


# 2
Formula: C8H22GaO4P2
Source: the Open Molecules 2025 dataset
Level of theory: wB97M-V/def2-TZVPD

Geometry as XYZ:
```
37
Properties=species:S:1:pos:R:3:nbo_charge:R:1
C 2.309 1.351 0.432 -0.626
C 2.420 -0.169 0.586 -0.221
C 3.701 -0.520 1.346 -0.598
C 2.321 -0.961 -0.733 -0.228
C 3.293 -0.439 -1.795 -0.614
C 0.874 -1.097 -1.272 -0.024
O 0.080 0.041 -1.152 -0.928
Ga -1.334 0.039 0.047 0.799
P -3.178 -1.139 -0.896 0.188
C -4.638 -0.155 -0.286 -0.912
C -3.282 -2.489 0.386 -0.914
P -1.686 2.402 0.371 1.831
O -0.663 3.323 -0.201 -1.148
O -1.868 2.678 1.978 -1.012
O -3.211 2.867 -0.054 -1.014
H 1.507 1.632 -0.249 0.267
H 2.092 1.811 1.401 0.200
H 3.254 1.779 0.077 0.181
H 1.573 -0.497 1.201 0.215
H 3.666 -0.140 2.372 0.200
H 4.580 -0.072 0.869 0.190
H 3.862 -1.602 1.396 0.194
H 2.629 -1.986 -0.480 0.180
H 3.135 -0.959 -2.744 0.198
H 4.339 -0.587 -1.509 0.192
H 3.142 0.628 -1.979 0.212
H 0.945 -1.370 -2.339 0.146
H 0.418 -1.970 -0.768 0.137
H -0.961 -0.625 1.454 -0.333
H -4.572 0.129 0.767 0.208
H -4.745 0.763 -0.866 0.222
H -5.545 -0.752 -0.433 0.202
H -4.257 -2.983 0.310 0.203
H -2.516 -3.244 0.184 0.216
H -3.144 -2.130 1.409 0.210
H -1.312 3.445 2.182 0.493
H -3.229 2.999 -1.014 0.487
```

Values from the calculation:
HOMO-LUMO gap = 7.5 eV
multiplicity = 1
E_tot = -3226.6383 Eh
total charge = -1


# 3
Formula: C8H22I2MnN2O2
Source: the Open Molecules 2025 dataset
Level of theory: wB97M-V/def2-TZVPD

Geometry as XYZ:
```
37
Properties=species:S:1:pos:R:3:mulliken_spin:R:1
Mn -0.544 -0.667 0.238 4.869
I 2.009 -1.420 0.623 0.041
I -3.084 -0.962 -0.560 0.044
C -0.350 -0.636 -3.898 0.004
C 0.576 -0.530 -2.763 -0.012
C 2.016 -0.032 -3.172 -0.001
O 2.055 1.374 -2.916 0.001
C 3.374 1.807 -2.564 0.000
N 0.007 0.367 -1.726 0.016
H -1.307 -1.065 -3.644 -0.001
H 0.152 -1.350 -4.563 0.001
H -0.471 0.199 -4.555 -0.002
H 0.692 -1.514 -2.287 0.007
H 2.150 -0.246 -4.219 0.001
H 2.808 -0.533 -2.571 0.000
H 4.097 1.580 -3.309 0.000
H 3.645 1.400 -1.546 0.000
H 3.383 2.916 -2.496 0.000
H 0.603 1.176 -1.695 0.004
H -0.901 0.654 -2.109 0.004
C -0.787 1.678 4.008 0.004
C -0.505 0.609 2.951 -0.025
C -1.366 -0.616 3.272 0.006
O -1.120 -1.626 2.306 0.004
C -1.987 -2.734 2.311 0.007
N -0.842 1.054 1.552 0.020
H -0.640 1.284 5.070 0.000
H -1.893 1.876 3.985 0.000
H -0.198 2.592 3.861 0.000
H 0.568 0.358 3.017 -0.006
H -2.369 -0.274 3.118 0.000
H -1.065 -0.954 4.266 0.000
H -2.155 -3.223 1.359 -0.005
H -3.036 -2.350 2.462 0.000
H -1.650 -3.433 3.099 0.003
H -1.766 1.528 1.689 0.009
H -0.100 1.712 1.408 0.005
```

Values from the calculation:
HOMO-LUMO gap (spin up / spin down) = 8.3 / 8.7 eV
multiplicity = 6
energy relative to the best compared isomer or geometry (same formula, charge and spin) = 0.0 kJ/mol
E_tot = -2324.4752 Eh


# 4
Formula: C8H22N3
Source: the Open Molecules 2025 dataset
Level of theory: wB97M-V/def2-TZVPD

Geometry as XYZ:
```
33
Properties=species:S:1:pos:R:3:nbo_charge:R:1
C 1.058 2.632 2.013 -0.616
C -0.670 0.260 -3.691 -0.603
C 0.787 2.732 0.512 -0.395
C -0.400 0.159 -2.190 -0.405
C 0.331 1.404 -0.089 -0.415
C 0.056 1.487 -1.589 -0.385
H 1.847 1.886 2.206 0.192
H 0.142 2.319 2.542 0.193
H 1.385 3.603 2.420 0.242
H -0.998 -0.712 -4.098 0.216
H 0.246 0.573 -4.220 0.216
H -1.460 1.006 -3.884 0.216
H 0.006 3.495 0.329 0.214
H 1.708 3.063 -0.007 0.214
H 0.382 -0.603 -2.007 0.182
H -1.320 -0.171 -1.672 0.182
H 1.112 0.641 0.093 0.177
H -0.590 1.074 0.428 0.177
H -0.725 2.251 -1.771 0.213
H 0.977 1.818 -2.107 0.213
C -0.101 -1.884 1.843 0.675
N -0.250 -3.038 2.497 -0.773
N -0.354 -1.826 0.541 -0.577
N 0.302 -0.793 2.505 -0.780
C -0.797 -2.966 -0.256 -0.441
H -0.558 -3.874 1.994 0.434
H -0.056 -3.087 3.500 0.430
H -0.230 -0.926 0.071 0.448
H 0.417 0.093 2.007 0.443
H 0.495 -0.845 3.508 0.426
H -0.929 -2.630 -1.298 0.254
H -1.759 -3.362 0.110 0.217
H -0.053 -3.780 -0.240 0.217
```

Values from the calculation:
HOMO-LUMO gap = 11.4 eV
multiplicity = 1
energy relative to the best compared isomer or geometry (same formula, charge and spin) = 0.0 kJ/mol
E_tot = -482.0909 Eh
total charge = +1


# 5
Formula: C8H22O12SZn
Source: the Open Molecules 2025 dataset
Level of theory: wB97M-V/def2-TZVPD

Geometry as XYZ:
```
44
Properties=species:S:1:pos:R:3:mulliken_spin:R:1
Zn 0.630 -0.436 0.173 -0.018
S 3.598 -0.274 -0.855 -0.057
O 3.963 0.473 -2.041 0.130
O 4.515 0.017 0.215 0.035
O 2.287 0.055 -0.455 0.214
O 3.542 -1.684 -1.086 0.455
O -1.362 -0.814 0.675 -0.002
C -1.626 -2.200 0.472 0.011
C -0.362 -3.204 0.402 -0.016
O 0.892 -2.610 -0.019 0.243
H -2.135 -2.365 -0.478 -0.002
H -2.371 -2.460 1.225 0.002
H -0.669 -3.983 -0.297 0.015
H -0.275 -3.713 1.362 -0.001
C -0.138 -0.373 -3.237 0.000
C -1.512 0.114 -3.687 0.000
O -1.567 1.487 -3.728 0.000
O 0.067 0.131 -1.931 -0.008
H 0.674 -0.120 -3.918 0.000
H -0.256 -1.434 -3.018 -0.001
H -2.344 -0.254 -3.086 0.000
H -1.517 -0.129 -4.749 0.000
H -2.461 1.694 -4.010 0.000
H -0.441 0.911 -1.697 0.001
C 0.208 -0.390 3.957 0.000
C 1.566 -0.037 3.355 -0.002
O 1.664 -0.446 1.995 0.005
O -0.819 0.336 3.345 0.000
H 0.095 -0.267 5.034 0.000
H -0.089 -1.406 3.697 0.000
H 2.334 -0.507 3.969 0.000
H 1.874 1.008 3.352 0.000
H 2.600 -0.468 1.785 0.000
H -1.026 0.005 2.468 0.000
C -1.564 2.522 -0.560 0.000
C -0.652 2.641 0.623 0.000
O 0.575 1.814 0.497 -0.004
O -2.583 1.622 -0.256 0.000
H -1.110 2.147 -1.478 0.000
H -2.016 3.481 -0.813 0.000
H -1.102 2.473 1.601 0.000
H -0.240 3.649 0.573 0.000
H 1.396 2.259 0.722 0.000
H -2.245 0.737 -0.100 0.000
```

Values from the calculation:
HOMO-LUMO gap (spin up / spin down) = 7.8 / 4.6 eV
multiplicity = 2
E_tot = -3398.3252 Eh
total charge = -1


# 6
Formula: C8H22O2Si2
Source: the Open Molecules 2025 dataset
Level of theory: wB97M-V/def2-TZVPD

Geometry as XYZ:
```
34
Properties=species:S:1:pos:R:3:nbo_charge:R:1
O 1.837 -0.462 -1.058 -0.859
O -0.594 -0.649 0.399 -0.878
C 0.646 -1.026 -1.500 -0.061
C -0.648 -0.554 -0.975 -0.075
C 4.085 1.147 -1.702 -1.116
C 2.064 1.876 0.477 -1.178
C 1.101 2.260 -2.263 -1.162
C -3.627 -0.307 1.202 -1.109
C -1.416 -0.547 3.069 -1.155
C -2.047 -3.076 1.406 -1.123
Si 2.255 1.229 -1.189 1.892
Si -1.913 -1.145 1.411 1.852
H 0.612 -0.757 -2.634 0.136
H 0.639 -2.094 -1.542 0.186
H -0.950 0.461 -1.235 0.160
H -1.606 -1.133 -1.218 0.160
H 4.235 2.253 -1.968 0.223
H 4.275 0.535 -2.576 0.249
H 4.529 0.871 -0.729 0.245
H 1.011 1.819 0.631 0.252
H 2.517 1.331 1.293 0.254
H 2.557 2.873 0.409 0.231
H 0.021 1.957 -2.289 0.248
H 1.336 2.257 -3.361 0.245
H 1.217 3.274 -1.879 0.241
H -3.609 0.715 1.564 0.239
H -3.925 -0.461 0.150 0.231
H -4.306 -0.869 1.762 0.236
H -1.803 -1.273 3.793 0.237
H -1.812 0.444 3.136 0.232
H -0.318 -0.537 3.209 0.250
H -1.084 -3.562 1.230 0.246
H -2.480 -3.506 2.309 0.240
H -2.800 -3.344 0.669 0.230
```

Values from the calculation:
HOMO-LUMO gap = 10.1 eV
multiplicity = 1
structure (SMILES) = C[Si](C)(C)OCCO[Si](C)(C)C
energy relative to the best compared isomer or geometry (same formula, charge and spin) = 88.7 kJ/mol
E_tot = -1047.5395 Eh


Calculated largest force on an atom, 3.53; 0.40; 2.51; 0.86; 5.71; 4.94 eV Å⁻¹ (same order as the records).